1.
{
  "formula": "C12H10F10N2O6S",
  "method": "wB97M-V/def2-TZVPD",
  "charge": 0,
  "multiplicity": 1,
  "smiles": "O=C(F)NC(=O)[C@]1(S(=O)(=O)C(F)(F)C(F)(F)C(F)(F)C(F)(F)F)CC(=O)N[C@H]1CCO",
  "symbols": ["O", "C", "F", "N", "C", "O", "C", "S", "O", "O", "C", "F", "F", "C", "F", "F", "C", "F", "F", "C", "F", "F", "F", "C", "C", "O", "N", "C", "C", "C", "O", "H", "H", "H", "H", "H", "H", "H", "H", "H", "H"],
  "coordinates": [[-2.652102, -2.086831, 2.483927], [-2.705354, -0.977111, 2.025464], [-3.803483, -0.489968, 1.486117], [-1.670870, -0.025230, 2.067003], [-1.157756, 0.353845, 0.808656], [-1.766717, 0.223863, -0.226973], [0.234151, 1.000647, 0.876693], [1.573728, -0.058470, 1.438679], [2.779828, 0.706365, 1.369357], [1.284616, -0.614409, 2.732183], [1.833369, -1.490542, 0.280135], [2.928415, -2.074787, 0.746465], [2.115483, -1.023116, -0.936122], [0.673044, -2.539842, 0.238144], [1.145726, -3.721244, 0.620492], [-0.298868, -2.199527, 1.106851], [0.009902, -2.698887, -1.138871], [0.908286, -3.258101, -1.957545], [-0.331002, -1.509415, -1.636811], [-1.272296, -3.581396, -1.133803], [-1.479904, -3.970550, -2.399173], [-2.315166, -2.859283, -0.749238], [-1.138966, -4.658301, -0.378358], [0.175115, 2.031994, 2.062345], [1.090917, 3.178896, 1.641383], [1.483968, 4.087985, 2.346178], [1.396092, 3.008517, 0.268576], [0.470847, 2.001037, -0.255834], [0.695396, 1.522288, -1.686748], [-0.407977, 1.995170, -2.633162], [-0.338121, 1.255335, -3.846332], [-0.931800, -0.386985, 2.667113], [-0.813517, 2.480672, 2.011177], [0.312135, 1.655654, 3.061319], [1.198680, 3.921077, -0.130440], [-0.499011, 2.506438, -0.307146], [0.735076, 0.448257, -1.785027], [1.610080, 1.990904, -2.032499], [-1.374476, 1.793294, -2.193683], [-0.271366, 3.040107, -2.897994], [0.573897, 1.021652, -4.012496]],
  "atomic_forces_ev_per_a": [[-0.1, 1.7, -0.6], [-0.2, -1.7, 1.0], [0.0, 0.1, -0.2], [0.3, -0.7, -0.7], [-0.3, -0.3, -0.6], [0.4, 0.4, 0.8], [-0.8, 0.9, 1.4], [1.5, 0.3, 0.8], [-0.2, 0.0, -0.7], [-0.9, -0.3, -0.4], [-0.1, -0.2, 0.0], [0.2, -0.1, 0.3], [0.0, 0.1, -0.3], [-0.2, -0.2, 0.0], [0.3, -0.3, 0.0], [-0.1, 0.2, 0.1], [0.1, -0.3, -0.2], [0.3, -0.3, -0.2], [-0.2, 0.3, -0.1], [0.0, 0.1, -0.8], [-0.1, 0.0, 0.2], [0.0, -0.1, 0.3], [-0.1, 0.0, 0.2], [0.2, 0.5, -0.5], [1.2, 0.1, 0.7], [-0.7, -1.0, -1.0], [-0.7, 0.5, 0.9], [-0.8, 0.1, -0.8], [0.0, 0.7, 0.0], [0.6, -0.6, -0.4], [-0.5, -0.1, 0.0], [0.1, 0.2, 0.2], [-0.3, 0.0, 0.1], [0.3, -0.1, 0.3], [0.6, 0.0, -0.5], [-0.4, -0.2, 0.1], [0.2, -0.1, 0.1], [0.5, -0.3, -0.1], [-0.3, 0.1, 0.0], [-0.2, 0.4, 0.4], [0.3, 0.0, -0.1]],
  "nbo_charge": [-0.53, 0.98, -0.29, -0.71, 0.71, -0.53, -0.43, 2.12, -0.88, -0.92, 0.42, -0.28, -0.30, 0.58, -0.28, -0.31, 0.55, -0.29, -0.29, 0.93, -0.30, -0.29, -0.29, -0.52, 0.69, -0.54, -0.63, 0.03, -0.48, -0.05, -0.71, 0.44, 0.26, 0.27, 0.40, 0.19, 0.24, 0.22, 0.19, 0.16, 0.46]
}


2.
{
  "formula": "C12H10F3N2O4S",
  "method": "wB97M-V/def2-TZVPD",
  "charge": -1,
  "multiplicity": 1,
  "symbols": ["F", "C", "F", "F", "S", "N", "C", "O", "C", "C", "C", "O", "H", "H", "H", "H", "C", "N", "O", "O", "C", "C", "C", "C", "C", "C", "H", "H", "H", "H", "H", "H"],
  "coordinates": [[-2.132397, -1.381724, -2.420946], [-2.853924, -0.719258, -1.464841], [-4.024557, -0.246040, -1.957620], [-3.193350, -1.570087, -0.486775], [0.266557, 2.217312, -1.384844], [-2.269298, 1.272381, 1.963691], [-1.572423, 0.165303, 2.266104], [-1.925492, -1.021177, 2.476742], [-0.024472, 0.582720, 2.344400], [0.117876, 1.285854, 1.043936], [-1.318157, 1.974985, 0.868411], [-1.538581, 1.782055, -0.386521], [0.206801, 1.306490, 3.165026], [0.639552, -0.308915, 2.291687], [-1.207342, 3.083292, 1.117322], [0.208987, 0.406032, 0.383684], [1.174386, 2.379322, 0.802918], [2.624222, 1.960762, 1.173696], [2.815973, 1.888229, 2.398570], [3.464286, 1.846600, 0.274669], [1.239220, 3.321769, -0.411888], [2.128432, 3.044752, -1.574870], [2.489161, 4.085703, -2.412292], [2.329494, 5.404229, -1.992658], [1.557650, 5.739210, -0.857705], [1.018669, 4.712533, -0.074563], [0.898740, 3.058909, 1.638254], [2.346518, 2.016575, -1.903264], [2.921208, 3.821904, -3.385506], [2.844769, 6.188594, -2.541855], [1.379121, 6.768733, -0.532869], [0.321820, 4.880812, 0.756318]],
  "atomic_forces_ev_per_a": [[-1.0, 1.0, 1.1], [-0.9, -0.8, 0.4], [1.6, -0.1, -0.1], [0.8, 0.6, -0.7], [-2.1, 1.2, -4.7], [0.8, 0.6, -2.6], [0.6, -1.4, 1.0], [0.4, 2.3, -0.2], [0.8, 0.3, 0.7], [0.3, -0.7, 0.0], [1.7, -1.8, 2.3], [-3.4, 0.1, -2.2], [-0.3, -1.1, -0.1], [-0.6, 0.5, 0.8], [-0.5, -0.9, 0.2], [-0.2, 1.0, -0.5], [1.6, 1.2, 3.0], [0.0, 0.5, 0.7], [0.5, -0.3, -1.9], [-1.0, -0.5, 2.2], [0.2, -2.4, 1.2], [-0.9, -1.9, -0.7], [0.0, 1.9, 0.0], [0.7, -0.4, -1.5], [-1.0, -1.9, 2.1], [0.0, 2.2, -1.2], [0.7, -0.3, -0.1], [0.9, 0.8, 0.8], [0.2, 0.3, 0.6], [-0.3, 0.0, -0.1], [0.2, -0.3, -0.3], [0.5, 0.3, -0.3]],
  "nbo_charge": [-0.34, 0.97, -0.33, -0.31, 0.30, -0.46, 0.60, -0.63, -0.50, -0.29, 0.22, -0.60, 0.22, 0.23, 0.20, 0.23, -0.09, 0.53, -0.40, -0.37, -0.28, -0.35, -0.14, -0.33, -0.18, -0.24, 0.22, 0.28, 0.21, 0.20, 0.21, 0.20]
}


Calculated E (Eh), listed in the same order as above: -2421.0665; -1571.0969
Calculated E_HOMO (eV), listed in the same order as above: -10.53; -4.02
Calculated LUMO energy (eV), listed in the same order as above: 0.0; -0.6